A 11-piece molecular cluster, C11H44N22O11 overall at a distorted geometry, computed with ωB97M-V/def2-TZVPD.

Output
electronic energy = -2478.2230 hartree
orbital gap = 8.23 eV
2S+1 = 1
strongest force on any atom = 0.071 hartree/bohr
LUMO level = -0.20 eV
energy above the lowest of the compared OMol25 structures with the same formula, charge and spin = 2.8098 eV

```
88
C11H44N22O11, DFT ωB97M-V/def2-TZVPD
C -1.2686 3.3413 1.8187
O -0.9099 3.6480 2.9736
N -2.5332 3.1035 1.4817
N -0.3449 3.1877 0.8526
H -3.1777 3.2340 2.2415
H -2.7163 2.7681 0.5417
H 0.6335 3.3290 1.0058
H -0.6920 2.7896 -0.0123
C 0.4174 -3.4349 3.6300
O -0.2166 -4.2571 4.2814
N 1.6805 -3.0888 3.9554
N 0.0764 -2.8785 2.4190
H 2.0303 -3.2016 4.8912
H 2.1778 -2.4336 3.3724
H 0.7174 -2.1152 2.2880
H -0.8515 -2.9128 2.0391
C -2.2752 -3.1617 -3.8511
O -2.5916 -4.2736 -4.2562
N -3.1243 -2.1030 -4.0554
N -1.1821 -2.9088 -3.1094
H -2.8851 -1.2353 -3.6009
H -4.0823 -2.1694 -4.3427
H -0.7029 -3.7816 -2.9563
H -0.8582 -1.9968 -2.8357
C -0.4375 1.0481 -4.7597
O 0.4347 0.4906 -4.0771
N -1.3987 1.8852 -4.2934
N -0.2067 1.1985 -6.0704
H -1.3637 2.1661 -3.3241
H -1.9770 2.3680 -4.9516
H -0.8285 1.8174 -6.5598
H 0.5605 0.8055 -6.5993
C -2.6795 -1.7013 0.1573
O -1.8963 -1.3778 1.0361
N -3.2173 -2.9445 0.0910
N -3.0024 -0.9458 -0.9207
H -3.0894 -3.4945 0.9252
H -3.7942 -3.3283 -0.6340
H -2.5245 -0.0524 -0.9872
H -3.5202 -1.2128 -1.7371
C 2.1425 -1.6923 -6.5459
O 1.7981 -0.7629 -7.2655
N 1.6686 -1.8354 -5.2772
N 2.9911 -2.6562 -6.9826
H 1.1347 -1.0491 -4.9213
H 2.2404 -2.2557 -4.5618
H 3.1762 -2.6676 -7.9702
H 3.2339 -3.4797 -6.4628
C -0.6661 0.8460 5.7436
O -0.8529 0.3003 6.8416
N -0.1719 0.2507 4.6219
N -1.2595 2.0237 5.5458
H 0.0323 -0.7265 4.5240
H 0.0321 0.7926 3.8003
H -1.9947 2.3530 6.1380
H -1.0357 2.5300 4.6980
C 3.6424 1.9313 5.2145
O 3.8899 0.7903 5.5837
N 3.8795 3.0431 5.9484
N 3.2488 2.2300 3.9264
H 3.6729 3.9182 5.5100
H 4.0655 2.8485 6.9172
H 3.0852 3.1963 3.7250
H 3.1284 1.4291 3.3313
C -3.6146 2.5151 -1.4288
O -2.3884 2.3524 -1.2724
N -4.1568 3.6820 -1.8426
N -4.4607 1.5044 -1.4799
H -3.4905 4.3954 -2.0907
H -5.1431 3.8441 -1.9120
H -4.1668 0.6668 -0.9892
H -5.3242 1.4607 -1.9873
C 3.8972 -0.8378 2.4927
O 2.7094 -0.6263 2.7626
N 4.6423 -1.8827 2.9247
N 4.5473 -0.0317 1.6239
H 4.2687 -2.5083 3.6183
H 5.5879 -2.0612 2.6429
H 4.0433 0.6513 1.0884
H 5.5524 -0.0280 1.6327
C 0.6530 -0.0151 -0.6417
O -0.4405 0.2712 -1.1550
N 1.4289 -0.8552 -1.3451
N 1.0076 0.4128 0.5668
H 0.9181 -0.7009 -2.2164
H 2.4250 -0.7425 -1.2404
H 1.7641 0.0303 1.1198
H 0.2788 0.9747 0.9790
```

Atom charges from the Löwdin analysis, given in e for atoms 1 to 8: C -0.683; O -0.033; N 0.190; N 0.162; H 0.120; H 0.056; H 0.105; H 0.069

A 11-piece molecular cluster, C11H44N22O11 overall at a distorted geometry, computed with ωB97M-V/def2-TZVPD.

Output
electronic energy = -2478.1052 hartree
orbital gap = 7.89 eV
2S+1 = 1
strongest force on any atom = 0.170 hartree/bohr
LUMO level = -0.74 eV
energy above the lowest of the compared OMol25 structures with the same formula, charge and spin = 6.0164 eV

```
88
C11H44N22O11, DFT ωB97M-V/def2-TZVPD
C -3.3657 31.4157 -4.4205
O -2.8099 32.3868 -3.8460
N -4.1745 31.4895 -5.4628
N -3.1648 30.2214 -4.0709
H -4.3176 30.5496 -5.8036
H -4.1879 32.3316 -6.0203
H -2.5098 30.0743 -3.3163
H -3.4813 29.4988 -4.7016
C -1.8713 23.4794 -5.4775
O -1.2599 23.5923 -4.4452
N -1.5555 22.7426 -6.4983
N -3.0490 23.9685 -5.6522
H -0.8019 22.0825 -6.3702
H -2.1529 22.7734 -7.3121
H -3.6099 23.7171 -6.4537
H -3.5049 24.3724 -4.8465
C -7.8072 31.2147 -5.7886
O -8.1631 30.0852 -5.9152
N -7.6223 32.1102 -6.7336
N -7.6096 31.8715 -4.6757
H -7.7765 31.7727 -7.6729
H -7.0166 32.9044 -6.5835
H -7.3601 32.8502 -4.6849
H -7.5888 31.2822 -3.8557
C -0.9317 26.1573 -2.3547
O -0.8057 27.0815 -1.6068
N -0.0201 25.2902 -2.6546
N -1.9564 25.8920 -3.1341
H 0.8924 25.2804 -2.2217
H -0.2123 24.5333 -3.2952
H -2.7555 26.4930 -3.2770
H -1.5841 25.3443 -3.8967
C -11.4213 24.9900 -6.8701
O -12.5441 25.3323 -6.4909
N -10.9979 25.0464 -8.1042
N -10.5136 24.5537 -6.0551
H -10.1542 24.5811 -8.4071
H -11.6768 25.4669 -8.7226
H -10.6436 24.5885 -5.0541
H -9.6009 24.3681 -6.4457
C -5.6500 24.8423 -1.2018
O -6.7325 24.3970 -0.7798
N -4.6713 24.0694 -1.5366
N -5.4850 26.1377 -1.3855
H -3.8575 24.4269 -2.0163
H -4.6725 23.0771 -1.3485
H -6.2563 26.7257 -1.1037
H -4.5764 26.4810 -1.6624
C -3.5178 28.3595 -7.0838
O -4.4992 28.8839 -6.5687
N -2.7407 28.6134 -8.0819
N -2.9210 27.4020 -6.4422
H -1.9533 27.9958 -8.2179
H -2.5818 29.5399 -8.4512
H -3.4388 27.0703 -5.6409
H -2.1412 26.8946 -6.8352
C -7.7681 23.2823 -8.7890
O -8.7059 23.8427 -9.3804
N -7.0748 23.8588 -7.8620
N -7.4155 22.0514 -9.0214
H -7.2093 24.8579 -7.7995
H -6.3220 23.3651 -7.4041
H -7.9346 21.5245 -9.7092
H -6.6694 21.5621 -8.5481
C -9.6461 27.0375 -3.6811
O -10.1826 26.0259 -3.4234
N -9.3953 27.4496 -4.8846
N -9.2949 27.9681 -2.7663
H -9.5193 26.6929 -5.5419
H -9.1709 28.4255 -5.0160
H -8.8829 28.8518 -3.0298
H -9.3123 27.6676 -1.8022
C -8.2944 27.2320 -8.3626
O -8.3809 26.4337 -7.4781
N -8.2637 28.4720 -8.3228
N -8.3076 26.9213 -9.6057
H -8.3204 29.0260 -9.1653
H -8.3224 28.8463 -7.3865
H -8.4531 25.9489 -9.8367
H -8.4086 27.6587 -10.2884
C -5.7696 26.1546 -4.8269
O -4.6552 26.0209 -4.3522
N -6.6628 25.1638 -4.8739
N -6.2980 27.2489 -5.1958
H -6.4310 24.2896 -4.4242
H -7.6067 25.3079 -5.2032
H -7.2640 27.3932 -5.4528
H -5.7437 28.0836 -5.3229
```

Atom charges from the Löwdin analysis, given in e for atoms 1 to 8: C -0.775; O -0.021; N 0.163; N 0.189; H 0.043; H 0.114; H 0.140; H 0.083

A 11-piece molecular cluster, C11H44N22O11 overall at a distorted geometry, computed with ωB97M-V/def2-TZVPD.

Output
electronic energy = -2478.2913 hartree
orbital gap = 8.66 eV
2S+1 = 1
strongest force on any atom = 0.049 hartree/bohr
LUMO level = -0.42 eV
energy above the lowest of the compared OMol25 structures with the same formula, charge and spin = 0.9516 eV

```
88
C11H44N22O11, DFT ωB97M-V/def2-TZVPD
C -0.6952 -1.9816 -3.7703
O 0.4683 -1.5949 -3.9192
N -1.6056 -2.0119 -4.8001
N -1.1344 -2.5489 -2.6255
H -2.3324 -2.7006 -4.7687
H -1.3182 -1.5433 -5.6375
H -0.4048 -2.5574 -1.9314
H -2.1397 -2.7528 -2.4842
C 3.2694 2.9553 -1.9552
O 3.9890 3.4356 -1.0819
N 3.6608 1.9710 -2.8125
N 1.9355 3.2816 -2.0068
H 3.0326 1.7293 -3.5622
H 4.6405 1.7497 -2.7913
H 1.4378 2.9068 -2.7973
H 1.4756 3.5233 -1.1427
C 0.4006 -0.1672 -0.0732
O -0.0365 -1.3081 -0.3084
N 0.2015 0.5156 1.0967
N 1.0886 0.5603 -0.9813
H -0.6534 0.3490 1.6136
H 0.6936 1.3795 1.2627
H 1.4265 1.4538 -0.6791
H 1.2166 0.3128 -1.9507
C -3.8862 -1.2109 -1.7412
O -3.6538 -2.1518 -2.4839
N -4.9923 -0.4149 -1.8661
N -2.9934 -0.7623 -0.7860
H -5.0694 0.4405 -1.3510
H -5.6709 -0.6800 -2.5559
H -3.0786 0.2216 -0.5965
H -2.0839 -1.2256 -0.7087
C 0.0531 1.3428 -5.0078
O 0.8123 1.6115 -4.0827
N 0.4297 1.1582 -6.3106
N -1.2954 1.3101 -4.7934
H 1.3661 1.4467 -6.5313
H -0.3468 1.2656 -6.9363
H -1.9500 0.9763 -5.4737
H -1.6084 1.7161 -3.9317
C -1.6165 3.7668 4.7449
O -0.6991 4.3835 4.2141
N -1.9438 2.5069 4.3839
N -2.2262 4.2399 5.8800
H -2.5989 1.9600 4.9114
H -1.6099 2.0097 3.5782
H -2.1248 5.2262 6.0357
H -2.9251 3.7243 6.3795
C 0.8671 -1.5167 5.3168
O 0.0081 -2.0876 5.9673
N 0.7717 -0.4259 4.5098
N 2.1947 -1.8710 5.4986
H -0.1698 -0.1321 4.3128
H 1.5728 0.0271 4.1248
H 2.9069 -1.3895 4.9839
H 2.3998 -2.7542 5.9253
C 2.0685 3.5121 1.9161
O 1.4756 4.3304 1.2310
N 2.8789 2.5479 1.3707
N 1.8711 3.3919 3.2667
H 3.1388 2.7522 0.4035
H 3.2501 1.7626 1.8678
H 1.0640 3.7924 3.7396
H 2.3400 2.6815 3.7997
C -3.3276 -0.6227 3.0603
O -2.2627 -0.0033 2.9445
N -3.9107 -0.7728 4.2903
N -3.8864 -1.3263 2.0517
H -4.8336 -1.1657 4.3425
H -3.6192 -0.0974 4.9721
H -4.8446 -1.6120 2.1337
H -3.4399 -1.2056 1.1518
C 4.0685 -2.3474 -4.0331
O 5.2612 -2.1867 -4.2665
N 3.1679 -1.3469 -4.2001
N 3.5504 -3.4733 -3.4423
H 2.1655 -1.3883 -4.0182
H 3.5958 -0.5163 -4.5682
H 2.6104 -3.7637 -3.6451
H 4.1825 -4.1743 -3.1030
C 0.5664 -3.9618 1.7195
O 0.6001 -4.9471 2.4384
N 1.3440 -3.8150 0.5909
N -0.1964 -2.8620 2.0391
H 1.5641 -4.7312 0.2350
H 1.1729 -3.0244 -0.0071
H -0.7569 -2.9733 2.8648
H -0.3145 -2.1216 1.3507
```

Atom charges from the Löwdin analysis, given in e for atoms 1 to 8: C -0.632; O -0.022; N 0.157; N 0.165; H 0.095; H 0.086; H 0.077; H 0.059

A 18-piece molecular cluster, C11H58NO17 overall at a distorted geometry, computed with ωB97M-V/def2-TZVPD.

Output
electronic energy = -1787.1705 hartree
orbital gap = 9.21 eV
2S+1 = 1
strongest force on any atom = 0.322 hartree/bohr
LUMO level = -2.81 eV
energy above the lowest of the compared OMol25 structures with the same formula, charge and spin = 1.7405 eV
net charge = +1

```
87
C11H58NO17, DFT ωB97M-V/def2-TZVPD
C -3.9756 1.4159 -0.4669
C -3.1739 0.1456 -0.2148
C -1.6314 0.3821 -0.0007
C -0.8818 -0.9310 -0.0334
N 0.5276 -0.7332 0.4919
C 1.2180 -2.1436 0.6803
C 2.2557 -2.0182 1.7804
C 1.7940 -0.7716 2.5734
C 0.3947 -0.3671 1.9973
C 1.4059 0.2366 -0.3009
C 1.5653 -0.0273 -1.7109
C 2.3423 1.0214 -2.5596
H -3.4524 1.9926 -1.2669
H -4.1974 1.8369 0.4788
H -4.9288 1.1182 -0.8710
H -3.1897 -0.6012 -1.1239
H -3.6021 -0.1856 0.6063
H -1.6107 0.9882 0.6783
H -1.3181 0.9119 -0.8746
H -0.8752 -1.2405 -1.1126
H -1.3719 -1.4478 0.7482
H 1.8330 -2.3950 -0.1959
H 0.2837 -2.8459 0.8938
H 3.3587 -1.7644 1.3899
H 2.1687 -2.7531 2.5286
H 2.3433 0.1192 2.3478
H 1.8311 -1.0334 3.6609
H 0.3350 0.6631 2.1271
H -0.3196 -0.8830 2.6161
H 2.3861 0.1689 0.1208
H 1.1596 1.4037 -0.1391
H 0.5552 -0.0527 -2.2759
H 1.9665 -1.0564 -1.8234
H 3.4598 0.7478 -2.4348
H 2.2356 1.9989 -2.1832
H 1.9763 1.0183 -3.6095
O 5.7207 -0.2800 2.9117
H 5.7085 -1.1627 2.9369
H 5.4748 -0.0833 3.9138
O -4.5985 3.5686 2.7311
H -3.8018 2.9702 3.0474
H -5.1571 3.7289 3.5359
O -3.3445 -0.6625 3.5134
H -4.2666 -0.5135 3.5878
H -3.0699 -1.5174 3.2096
O 3.3230 -2.7924 5.4453
H 3.2479 -1.8986 5.8892
H 2.8835 -3.4954 5.8676
O -2.6352 2.0801 3.0530
H -2.2767 2.5252 3.7806
H -2.8771 1.1756 3.2059
O -7.3006 -0.4390 -3.3115
H -6.6663 0.2620 -3.1116
H -7.4743 -0.7072 -4.1891
O -2.8350 -3.6289 -1.8080
H -3.3587 -3.9096 -2.5678
H -3.4637 -3.3741 -1.3953
O -0.8671 1.1071 -4.7306
H -0.2882 0.6754 -5.2656
H -1.4105 0.3719 -4.2232
O -2.3265 -0.9760 -3.4927
H -2.3067 -1.5960 -2.9229
H -3.1505 -1.0039 -3.8835
O 2.6860 -4.8620 0.8522
H 3.5298 -4.4053 1.0273
H 2.2870 -5.0559 1.6575
O 1.5626 1.0210 5.1116
H 1.0282 1.6781 5.5430
H 2.0342 0.5021 5.8320
O 3.0202 2.8553 3.5240
H 2.5676 3.6126 3.8096
H 2.4924 2.1545 3.9432
O 2.3790 4.2735 -3.9870
H 3.1217 3.7732 -3.7657
H 2.1240 4.6584 -4.8897
O 2.9700 2.9080 0.7351
H 2.1138 3.3812 0.4267
H 2.9922 3.0418 1.5633
O 1.1473 -2.7388 -4.0548
H 0.3503 -2.9500 -4.3694
H 1.1829 -3.5844 -3.3834
O 0.1187 3.1868 -3.1093
H -0.1835 2.3869 -3.5504
H 0.8167 3.3149 -3.5857
O 1.0559 -0.6748 -6.0770
H 0.7860 -1.3296 -5.4766
H 2.0671 -0.4902 -6.0260
```

Atom charges from the Löwdin analysis, given in e for atoms 1 to 8: C -0.059; C -0.207; C -0.156; C -0.105; N -0.150; C -0.081; C -0.173; C -0.157

no.,highest occupied orbital energy (eV)
1,-8.43
2,-8.63
3,-9.08
4,-12.02